Density functional theory data (wB97M-V/def2-TZVPD) for a 7-piece molecular cluster, C32H83N5O10 overall at a distorted geometry.

XYZ file:
```
130
Properties=species:S:1:pos:R:3
O 5.962 4.955 -0.983
O 5.200 -1.228 1.625
O -1.485 3.597 -3.489
O -4.130 -2.215 2.615
O 0.120 1.597 1.640
O 3.108 2.229 -4.571
O -2.407 0.479 -6.785
O 2.078 -4.652 3.132
O -3.005 -3.051 -1.244
O -4.419 2.319 4.573
N 0.378 1.504 -4.641
N -0.266 -1.669 -0.175
N 4.958 1.521 0.073
N -0.480 -5.745 2.856
N -2.002 -3.844 1.123
C 5.328 0.132 -0.374
C -3.008 2.983 2.594
C -0.214 -4.965 4.039
C -1.326 1.349 -6.603
C 0.940 -4.028 3.753
C 4.284 2.872 -4.190
C -2.772 -4.492 -1.191
C -1.689 3.812 -2.127
C -1.813 -4.767 -0.041
C 1.479 0.633 -4.063
C -2.121 -0.425 0.579
C 2.660 1.452 -3.496
C -0.653 -0.294 0.190
C -3.636 3.354 3.998
C 5.597 6.212 -0.461
C 0.250 0.254 1.342
C -3.491 1.027 -7.516
C -2.267 5.210 -1.894
C 0.076 -5.954 5.268
C -2.580 2.678 -1.685
C 5.554 3.946 -0.086
C 0.953 2.480 0.913
C 3.079 -5.249 3.990
C -3.652 -2.637 -2.392
C 4.497 -0.876 0.409
C -3.954 -1.085 3.387
C 5.804 2.509 -0.588
C -3.243 -4.180 1.889
C -3.334 -3.273 3.126
C -4.454 4.647 3.875
C -0.653 0.640 -5.327
C 4.509 -2.067 2.547
H -2.248 1.645 -1.794
H -1.658 2.349 -6.326
H 4.470 4.060 -0.069
H 4.514 6.332 -0.500
H -4.566 5.079 4.869
H -3.930 -3.793 3.877
H -2.004 5.341 -0.845
H -4.092 -1.457 4.403
H -0.679 3.735 -1.723
H -4.413 2.484 5.518
H 1.093 -6.346 5.254
H 5.134 1.439 1.064
H 0.858 2.148 -5.254
H 5.730 2.583 -1.673
H 1.959 2.272 1.279
H 5.929 3.979 0.937
H -3.981 5.331 3.170
H -0.586 -6.818 5.317
H -0.762 1.428 -7.532
H -1.008 -2.091 -0.714
H -0.583 0.350 -0.686
H -4.283 0.326 -7.781
H -3.954 -1.625 -2.124
H 3.739 -1.648 3.194
H -2.016 -5.754 0.374
H -0.793 -4.796 -0.424
H 6.026 6.441 0.515
H -0.848 2.891 -3.621
H 3.151 -4.532 4.808
H -3.900 1.853 -6.934
H -2.877 3.623 4.733
H 4.241 -1.739 -0.205
H -5.456 4.397 3.526
H -2.303 -3.070 3.416
H -2.765 -0.845 -0.194
H -2.343 3.679 2.082
H 6.416 0.071 -0.339
H 2.872 -6.255 4.354
H 6.848 2.201 -0.533
H 1.080 2.359 -0.163
H -3.232 1.532 -8.447
H 1.625 -0.239 -4.700
H -3.665 2.747 1.756
H 5.899 7.038 -1.105
H 4.730 3.394 -5.036
H 5.404 -2.515 2.977
H -4.379 -3.402 -2.666
H 3.521 -0.578 0.793
H -0.732 -5.001 2.221
H -1.960 5.985 -2.597
H 4.010 -5.087 3.447
H 1.108 -3.426 4.646
H 3.953 -2.795 1.955
H 1.280 -0.009 1.101
H -2.507 2.769 -0.601
H 0.590 -3.322 3.000
H -1.444 0.321 -4.650
H -2.401 2.107 2.821
H -4.786 -0.551 2.927
H 0.676 3.480 1.246
H -2.329 -4.807 -2.136
H -0.119 -2.224 0.656
H 2.378 2.142 -2.701
H 1.064 0.077 -3.223
H -2.995 -0.567 3.372
H -3.754 -4.896 -0.941
H -0.052 -5.372 6.181
H 0.169 -0.337 2.254
H 4.955 2.079 -3.860
H -1.172 -4.458 4.160
H -3.355 5.260 -1.934
H -3.623 2.807 -1.973
H -2.605 0.531 0.779
H -4.111 -4.059 1.240
H 4.177 3.500 -3.305
H 5.096 -0.156 -1.400
H -0.063 -0.250 -5.544
H 3.434 0.758 -3.167
H -3.240 -5.250 2.100
H -2.471 -3.090 0.641
H -3.087 -2.412 -3.297
H -2.203 -0.960 1.525
H 0.436 -6.089 2.608
```

## Properties
HOMO energy: -8.660 eV
maximum force: 3.39 eV/Å
SMILES: COC[C@H](C)N.COC[C@H](C)N.COCCNCCOC.COCCNCCOC.COCCNCCOC.CC(C)O.CC(C)O
HOMO-LUMO gap: 0.344 Ha
LUMO level: 0.7 eV
ΔE to the lowest compared entry with this formula, charge and spin: 3.475 eV